[1]
A single C2HN3O2 molecule at a distorted geometry. Source: the Open Molecules 2025 dataset; level of theory: ωB97M-V/def2-TZVPD.

Results
DFT total energy = -10647.317 eV
HOMO energy = -10.35 eV
Kohn-Sham gap = 8.680 eV
2S+1 = 1
LUMO = -1.675 eV
ΔE to the lowest compared entry with this formula, charge and spin = 200.24 kcal/mol

Each line ends with the Löwdin charge.
Cartesian coordinates (Å):
C  1.314  -1.042  0.035  -0.41
C  -0.757  0.580  0.077  -0.28
N  1.504  -2.139  0.311  0.16
N  -1.923  0.305  0.211  0.26
N  0.967  -0.062  -0.733  0.09
O  -0.063  1.620  0.298  0.07
O  1.265  1.354  -0.202  -0.01
H  -2.306  -0.617  0.003  0.12

---

[2]
A single C3H6N2O molecule. Source: the Open Molecules 2025 dataset; level of theory: ωB97M-V/def2-TZVPD.

Results
DFT total energy = -8235.793 eV
HOMO energy = -9.96 eV
Kohn-Sham gap = 10.798 eV
2S+1 = 1
LUMO = 0.834 eV
ΔE to the lowest compared entry with this formula, charge and spin = 20.88 kcal/mol
SMILES = [H]/N=C(\C)NC=O

Each line ends with the Löwdin charge.
Cartesian coordinates (Å):
H  -1.666  1.414  -1.373  0.05
N  -0.943  0.750  -1.646  0.13
C  -0.441  0.197  -0.619  -0.47
C  -0.843  0.435  0.823  -0.03
N  0.623  -0.699  -0.801  0.08
C  1.469  -0.929  0.284  -0.34
O  2.648  -0.686  0.288  0.07
H  -1.431  1.350  0.878  0.08
H  0.009  0.559  1.501  0.07
H  -1.437  -0.403  1.200  0.09
H  1.101  -0.584  -1.690  0.14
H  0.948  -1.379  1.146  0.13

---

[3]
A gas-phase ion, C5H10NO (charge +1) at a distorted geometry. Source: the Open Molecules 2025 dataset; level of theory: ωB97M-V/def2-TZVPD.

Results
DFT total energy = -8876.549 eV
HOMO energy = -13.81 eV
Kohn-Sham gap = 9.973 eV
2S+1 = 1
Total charge = +1
LUMO = -3.837 eV
ΔE to the lowest compared entry with this formula, charge and spin = 46.84 kcal/mol
SMILES = C=CC[C@@H]([NH3+])C=O

Each line ends with the Löwdin charge.
Cartesian coordinates (Å):
C  1.931  1.236  1.623  0.05
C  0.656  1.090  1.276  -0.19
C  -0.032  -0.262  1.298  -0.14
C  -0.318  -0.755  -0.138  -0.23
N  -1.742  -1.155  -0.413  0.24
C  0.216  -0.007  -1.311  -0.19
O  -0.420  0.185  -2.320  0.10
H  2.377  0.435  2.196  0.07
H  2.473  2.144  1.406  0.08
H  0.091  1.894  0.813  0.12
H  -0.925  -0.154  1.930  0.13
H  0.551  -1.033  1.797  0.12
H  0.265  -1.677  -0.285  0.17
H  -2.040  -0.737  -1.312  0.17
H  -1.890  -2.166  -0.481  0.19
H  -2.349  -0.784  0.313  0.17
H  1.235  0.398  -1.312  0.15

---

[4]
2 unconnected molecules or ions with the total composition C2H8NOS. Source: the Open Molecules 2025 dataset; level of theory: ωB97M-V/def2-TZVPD.

Results
DFT total energy = -16576.573 eV
HOMO energy = -3.09 eV
Kohn-Sham gap = 6.807 eV
2S+1 = 1
Total charge = -1
LUMO = 3.717 eV
ΔE to the lowest compared entry with this formula, charge and spin = 28.96 kcal/mol

Each line ends with the Löwdin charge.
Cartesian coordinates (Å):
C  0.307  -0.215  2.445  -0.51
S  0.470  -1.975  2.013  0.53
H  -0.013  0.250  1.515  -0.01
H  -0.420  -0.117  3.247  0.00
H  1.271  0.205  2.736  0.01
H  0.449  -1.721  0.680  -0.18
N  -0.029  0.836  -2.658  -0.05
C  -0.670  0.407  -1.369  -0.60
O  0.112  -0.306  -0.546  -0.38
H  0.775  1.402  -2.388  0.03
H  0.362  -0.002  -3.068  0.02
H  -1.020  1.372  -0.920  0.07
H  -1.593  -0.134  -1.686  0.07